--- w ---
C5H12NO2PS | ωB97M-V with the def2-TZVPD basis set

The geometry in ORCA input format:
```
! RIJCOSX wB97M-V def2-TZVPD def2/J DEFGRID3
* xyz 0 1
P 2.3081 -0.1806 0.6180
H -0.3810 3.4441 -0.1821
C -0.8854 1.2578 -0.0437
C -2.8315 0.2454 1.1865
N -2.1917 1.3412 0.2870
H -0.9732 2.4514 -1.7510
H 2.3566 -2.2266 -1.7166
H -3.5774 0.8312 1.6943
C -0.4271 2.5064 -0.7871
H 1.1144 -3.5954 -0.9473
C 1.4007 -2.4447 -1.0787
H 0.6949 2.3225 -1.1134
H 0.9925 -1.9924 1.1042
S 2.9265 0.9147 -0.8304
O -0.1036 0.3958 0.3210
O 2.6130 0.0916 2.0256
H 2.5641 -2.5960 0.5480
C 1.7621 -1.8889 0.3130
H -3.1686 -0.5245 0.5790
H -1.9633 -0.3313 1.6915
H 0.5421 -2.0293 -1.6335
H -2.7721 2.0075 -0.2844
*
```

* orbital gap: 0.3492 Eh
* structure (SMILES): CCP(=O)=S.CNC(C)=O
* HOMO level: -0.3297 hartree

--- x ---
C5H12NO2PS | ωB97M-V with the def2-TZVPD basis set

The geometry in ORCA input format:
```
! RIJCOSX wB97M-V def2-TZVPD def2/J DEFGRID3
* xyz 0 1
H -2.9850 -1.3085 -0.7532
S -1.5799 0.4525 -1.5398
H -0.1672 1.4900 1.6783
O 2.3728 0.5733 1.1838
H -2.6318 1.2851 1.1927
C -2.5788 -1.0985 -1.7058
H -3.3907 -0.9779 -2.4256
H -2.6233 -0.3701 1.8466
H 3.5663 0.3453 -1.8886
H -2.2952 1.0624 2.8842
C -2.1392 0.6042 1.8995
H 1.3631 -0.0687 -1.7105
H -0.0941 -0.0959 2.3805
O -0.2503 -1.6475 0.0629
N 1.3024 0.1963 -0.7421
C 2.4612 0.4194 -0.0256
C 3.7657 0.2947 -0.8144
C -0.6094 0.5314 1.6415
H 4.4503 1.1040 -0.5513
H -1.9664 -1.9376 -1.9911
H 4.2471 -0.6661 -0.5729
P -0.2177 -0.1877 -0.0491
*
```

* orbital gap: 0.3730 Eh
* structure (SMILES): CC[P@](=O)(NC(C)=O)SC
* HOMO level: -0.3502 hartree

Here is how they stack up, most stable first: x, w.

--- w ---
C5H16N2O | ωB97M-V with the def2-TZVPD basis set

The geometry in ORCA input format:
```
! RIJCOSX wB97M-V def2-TZVPD def2/J DEFGRID3
* xyz -1 2
H -1.5461 0.8035 1.0719
H 1.3811 0.2898 1.0060
H -2.5202 0.8860 -1.2149
C -0.3632 0.6814 -0.7480
H 0.9309 -1.1222 2.9562
H -1.2164 -2.1713 1.8838
C 0.0779 -0.7200 2.3901
H 1.1840 1.8872 -1.3054
H 0.9795 -1.7623 -3.3636
H 1.2568 -1.8650 0.1582
H -0.6599 -0.4106 3.1489
C -1.5444 1.1903 -1.6016
H -0.5385 2.2251 0.7639
H 1.7621 -0.8245 -0.8433
N 0.9239 0.8966 -1.3353
H -1.4801 2.2883 -1.6321
O 2.0438 -1.6851 -0.4161
H -0.4747 -0.4178 -0.7042
C -0.5502 1.1281 0.7289
H -1.3534 0.8615 -2.6214
H 0.9152 1.3135 2.3294
H 0.6626 -2.3099 -3.7687
C 0.5349 0.5496 1.6471
N -0.4056 -1.7123 1.4703
*
```

* orbital gap (alpha / beta): 0.2059 / 0.1673 Eh
* HOMO level (alpha / beta): -0.0709 / -0.0701 hartree
* expectation value of S²: 0.754

--- x ---
C5H16N2O | ωB97M-V with the def2-TZVPD basis set

The geometry in ORCA input format:
```
! RIJCOSX wB97M-V def2-TZVPD def2/J DEFGRID3
* xyz -1 2
H -0.1756 3.3402 1.0476
N -2.3777 0.2954 -0.3455
H 2.9303 -1.0042 0.0242
H -2.1211 -1.7577 -0.1386
H 1.6929 -2.2087 0.6986
H -0.3443 -1.6025 1.7126
H -2.8636 -0.8074 1.3257
H 1.9797 0.4586 -1.9028
C 0.8300 0.1202 -1.8143
H -1.7666 0.4726 -1.2251
H 2.3214 -2.3940 -1.0211
C -2.0563 -0.9027 0.5631
H 1.0279 4.2179 0.9812
H -2.1623 1.1382 0.3074
H 0.2768 -0.1675 -2.7703
N 0.3130 -0.0221 0.4373
H -0.7881 0.1217 2.0892
H 0.3035 1.1328 -1.5214
C -0.7527 -0.6845 1.2977
H 0.9494 0.3400 1.1369
C 0.7739 -0.9335 -0.7087
O 0.0432 4.2434 1.0690
C 2.0058 -1.7006 -0.2114
H -0.0396 -1.6956 -1.0312
*
```

* orbital gap (alpha / beta): 0.1029 / 0.3211 Eh
* HOMO level (alpha / beta): 0.0350 / -0.1876 hartree
* expectation value of S²: 0.751

Here is how they stack up, most stable first: w, x.

--- w ---
C5H16N2O | ωB97M-V with the def2-TZVPD basis set

The geometry in ORCA input format:
```
! RIJCOSX wB97M-V def2-TZVPD def2/J DEFGRID3
* xyz -1 2
N -1.3734 -0.5663 -1.9625
H 1.8664 0.3112 -0.0623
C -0.7375 0.1070 0.2985
H 1.5235 2.4858 1.0307
C 0.3403 -0.1702 1.3560
H -2.3142 -0.2301 -1.7370
H -1.7125 0.3787 0.6997
H 0.2734 -1.2039 1.6972
H 1.8009 2.2649 -1.3745
C -1.6096 -2.2609 -0.1295
H 0.5917 2.4627 -2.2925
H 1.8095 1.8311 2.4931
N 1.9928 1.7453 1.5052
H 0.0707 0.3095 2.2983
H -2.5748 -1.9542 0.2726
H -1.0433 -2.7099 0.6978
H -0.4406 0.9461 -0.3267
H -1.7060 -3.0252 -0.9040
O 1.2254 2.9419 -1.7469
C -0.8166 -1.0796 -0.6820
C 1.7088 0.4292 1.0161
H 2.4846 -0.2878 1.3194
H -1.5656 -1.3534 -2.5722
H 0.2061 -1.3720 -0.8946
*
```

* orbital gap (alpha / beta): 0.0923 / 0.3605 Eh
* HOMO level (alpha / beta): 0.0485 / -0.2231 hartree
* expectation value of S²: 0.750

--- x ---
C5H16N2O | ωB97M-V with the def2-TZVPD basis set

The geometry in ORCA input format:
```
! RIJCOSX wB97M-V def2-TZVPD def2/J DEFGRID3
* xyz -1 2
H -2.5630 1.3050 0.4931
C -1.0795 0.0870 -0.6453
H 0.3340 2.6309 0.4860
O 3.0377 -2.8086 0.6555
H -2.1081 -1.2197 -2.0892
H 2.7764 1.6215 -0.3519
N 1.7916 1.4347 -0.4900
C 0.2421 0.6965 1.3659
H -0.6920 1.0118 -1.0733
H 2.3255 -2.1900 0.4258
H -3.1995 0.5176 -0.9613
H 1.6577 0.4317 -0.6201
C 1.0616 1.8394 0.7016
C -1.1089 -1.0420 -1.6794
H -0.8223 -1.9941 -1.2169
H -2.9135 -0.4125 0.4407
H 2.7281 -3.6516 0.2875
H -0.5800 1.1898 1.9113
H -0.3556 -0.8866 -2.4553
H -0.4717 -1.1412 0.9241
N -0.1640 -0.3157 0.4216
H 0.8567 0.2435 2.1412
C -2.4843 0.4161 -0.1397
H 1.7310 2.2366 1.4681
*
```

* orbital gap (alpha / beta): 0.0986 / 0.3360 Eh
* HOMO level (alpha / beta): 0.0410 / -0.2013 hartree
* expectation value of S²: 0.751

Here is how they stack up, most stable first: x, w.

--- w ---
CBr2F2N2O2 | ωB97M-V with the def2-TZVPD basis set

The geometry in ORCA input format:
```
! RIJCOSX wB97M-V def2-TZVPD def2/J DEFGRID3
* xyz 0 1
F -2.2497 -0.9010 1.4001
O 2.7528 -0.0262 0.5017
Br -0.7572 -0.3875 -1.2490
O 2.0162 -1.4424 -0.9348
F -3.1453 0.5658 0.1753
N -2.0197 0.1870 0.6163
N 1.9300 -0.4214 -0.2671
C 0.7454 0.3260 -0.3773
Br 0.7273 2.0997 0.1348
*
```

* orbital gap (alpha / beta): 0.2629 / 0.3207 Eh
* HOMO level (alpha / beta): -0.3530 / -0.3487 hartree

--- x ---
CBr2F2N2O2 | ωB97M-V with the def2-TZVPD basis set

The geometry in ORCA input format:
```
! RIJCOSX wB97M-V def2-TZVPD def2/J DEFGRID3
* xyz 0 1
C -0.2732 0.3610 0.7235
N 0.6168 1.2246 0.1775
O -0.5462 -2.1111 -0.0742
F 1.1968 1.9888 1.1571
Br 0.1150 -0.5496 2.3721
F 1.8484 0.6518 -0.2992
Br -2.1704 1.2394 0.5228
O -1.1498 -0.6316 -1.4819
N -0.7075 -1.0692 -0.5184
*
```

* orbital gap: 0.3395 Eh
* HOMO level: -0.3928 hartree

Here is how they stack up, most stable first: x, w.

--- w ---
C5H11N4 | ωB97M-V with the def2-TZVPD basis set

The geometry in ORCA input format:
```
! RIJCOSX wB97M-V def2-TZVPD def2/J DEFGRID3
* xyz 1 1
H 2.4898 -0.9083 0.7262
C 1.3694 0.7697 -0.0862
N 2.5063 1.6567 0.1571
H -0.7897 -0.5238 2.0510
N -1.4558 -1.0758 -0.7095
H -2.5224 2.1153 -0.3018
C 1.6545 -0.5443 0.2147
H 1.3384 -2.4486 -0.3102
N 0.7856 -1.5876 -0.0506
H -2.4740 0.8230 -1.4955
N -2.0862 1.1942 -0.6715
H 3.1541 1.1263 0.6759
H 0.6522 1.3112 -0.8642
C -1.5732 0.1429 0.1277
C -0.3890 -1.8392 -0.5878
C -1.2218 0.1666 1.3932
H -1.2215 1.1929 1.7170
H -0.3959 -2.8220 -0.9903
H 2.5426 2.6110 0.0674
H -2.3636 -1.3603 -1.0624
*
```

* orbital gap (alpha / beta): 0.3059 / 0.3058 Eh
* structure (SMILES): C=C(N)/[NH+]=C\N/C=C/N
* HOMO level (alpha / beta): -0.4349 / -0.4349 hartree

--- x ---
C5H11N4 | ωB97M-V with the def2-TZVPD basis set

The geometry in ORCA input format:
```
! RIJCOSX wB97M-V def2-TZVPD def2/J DEFGRID3
* xyz 1 1
H 2.7824 0.2199 -1.8535
N -3.4013 -0.5840 -0.0577
N 0.5134 1.7374 0.9408
H 1.1210 -0.5277 -1.4744
H -4.1984 -0.0247 0.2834
C -2.2882 0.1673 -0.0601
H -1.0695 -1.3280 -0.9202
N -2.2567 1.3974 0.3877
C 2.2531 -0.0643 0.2761
H -3.1254 1.7786 0.6587
H -1.3938 1.9781 0.4053
H -3.5354 -1.3639 -0.5437
H 2.8683 -1.3925 -1.1442
H -0.3472 0.1393 -0.4079
H 2.9992 -0.1093 2.2007
H 3.6726 -1.4728 1.0902
C 2.2050 -0.4465 -1.2080
C 1.2696 0.9053 0.6905
N -1.1583 -0.5007 -0.4441
C 3.0893 -0.5091 1.1804
*
```

* orbital gap: 0.3987 Eh
* HOMO level: -0.5051 hartree

Here is how they stack up, most stable first: x, w.

--- w ---
C5H11N5O2 | ωB97M-V with the def2-TZVPD basis set

The geometry in ORCA input format:
```
! RIJCOSX wB97M-V def2-TZVPD def2/J DEFGRID3
* xyz 0 1
H 0.5089 0.0212 -1.2330
H 0.9293 2.6591 -0.4291
H 3.9454 -0.6072 0.6269
H -3.8443 0.1292 -0.4700
H 1.2966 -1.5452 -1.4722
C 2.3638 -0.1770 -0.2729
N -1.6804 0.9432 -0.0625
C -1.9674 -0.3013 0.0048
N -0.0820 2.5517 -0.4752
C 0.2906 -1.3594 0.4833
O 2.7307 0.9686 -0.4160
H -0.4337 2.4619 -1.4245
C 1.0688 -0.7766 -0.7157
H 0.5982 -2.4046 0.6451
N -3.2895 -0.6774 -0.2121
H -3.4368 -1.4560 -0.8338
H 0.7262 2.0352 1.7525
C -0.5473 1.5937 0.4147
H -1.6225 -2.2169 0.5484
N -1.1482 -1.3792 0.2274
H 0.5003 -0.7795 1.3863
N -0.0498 1.3848 1.5743
O 3.1431 -1.0683 0.3534
*
```

* orbital gap: 0.3470 Eh
* structure (SMILES): [H]/N=C(N)/N=C(/N)NCCC(=O)O
* HOMO level: -0.3233 hartree

--- x ---
C5H11N5O2 | ωB97M-V with the def2-TZVPD basis set

The geometry in ORCA input format:
```
! RIJCOSX wB97M-V def2-TZVPD def2/J DEFGRID3
* xyz 0 1
N -1.8003 1.4506 1.1144
N 1.6700 -3.7094 -0.7359
C 1.3279 -2.6089 -1.5000
H 0.3983 1.0307 -0.0833
H -2.1132 3.5026 0.6156
H 2.0383 1.2389 -0.6572
O 0.9127 -0.2712 -1.5607
C 0.9925 0.9899 -0.9399
H 0.1883 3.6438 2.2666
N 1.0941 -2.7238 -2.7482
H 0.9295 -1.7896 -3.1294
N -0.0919 1.5388 2.3440
N -0.9613 0.7131 1.8222
H 1.5068 -4.5806 -1.2233
O -2.8224 0.8743 0.4462
H -2.7221 -0.0827 0.6500
C -1.5178 2.7622 1.1476
H 1.3387 -3.7124 0.2154
C -0.3998 2.7948 1.9535
H 0.6271 1.7371 -1.6573
H 0.7296 -1.3798 0.1651
C 1.3619 -1.3040 -0.7321
H 2.3932 -1.1232 -0.3955
*
```

* orbital gap: 0.3613 Eh
* structure (SMILES): [H]/N=C(/N)COC.On1ccnn1
* HOMO level: -0.3394 hartree

Here is how they stack up, most stable first: w, x.

--- w ---
C35H33Cl2N6O5S2Ti | ωB97M-V with the def2-TZVPD basis set

The geometry in ORCA input format:
```
! RIJCOSX wB97M-V def2-TZVPD def2/J DEFGRID3
* xyz -1 3
C -1.3565 -3.3355 1.3750
O -0.0321 -2.5435 -0.3418
N 1.1734 3.5524 -3.0524
C 4.0462 0.8525 -3.1550
H 3.4799 -0.9383 1.5590
H 1.8583 6.2359 -1.9596
C -1.9437 -4.3836 2.1258
C -3.8110 -1.1253 0.3117
H -2.6568 -1.5021 -2.1520
H 2.6731 -1.3587 0.0342
C 1.6317 1.2866 4.6361
N 5.0955 0.2442 -5.2575
C -2.6618 -2.6844 3.6485
C 1.0795 0.1238 2.5933
H 2.7599 5.2686 -0.7766
H -4.0686 -0.4314 -2.0677
C 0.6896 0.0291 -1.7508
H -4.6850 3.8460 -0.4262
H 2.9166 -0.1149 3.6753
C 2.7806 -0.3899 -4.8334
S 0.4347 4.6506 -0.8658
H 2.9920 1.2769 -1.3503
O -0.3335 -0.7028 -1.9285
C 1.7062 -0.4389 -3.9872
O 6.1498 0.8041 -4.8520
C -3.8904 3.2082 -0.0625
H 0.6217 -2.4116 2.9591
S -1.3325 2.8717 -2.5171
O 5.0203 -0.3057 -6.3859
C -0.4926 1.6581 3.5732
N -0.9367 0.6059 1.3930
H 0.0738 2.5298 5.4357
C -1.0106 -5.9519 0.5118
Cl -2.4941 -7.0286 2.4804
H -3.7978 -0.9179 1.3759
Ti -0.4581 -0.8127 0.1574
H 1.2168 2.8009 -3.7269
C -1.7672 -5.6913 1.6345
H 4.9731 1.3204 -2.8569
C 3.9818 0.2421 -4.4313
N 1.3503 -0.9317 1.6212
H -3.1102 -4.7743 3.9093
H -3.1537 -2.3775 4.5618
H 2.3824 -2.2452 2.9357
H 1.5559 -3.0236 1.5791
H -1.0549 3.3132 1.7702
C 1.9575 0.3877 3.6323
N -2.7607 -0.3611 -0.3851
H -0.8920 -6.9660 0.1581
H -2.0988 -0.6787 3.1196
C 1.4788 -2.2267 2.3179
C 1.7610 0.1648 -2.7096
H 2.3282 1.4819 5.4408
C -2.6349 -4.0202 3.2994
H -2.8385 4.7744 0.9611
C 0.3784 1.8835 4.6212
N -1.4437 -2.0149 1.6953
H -2.4514 0.2317 -2.3918
C -1.8702 2.8908 1.2018
C 2.0187 5.2320 -1.5705
H 0.7989 -0.9518 -4.2800
H 2.6929 0.3212 0.5897
H -4.6153 1.4882 -1.0926
O 0.7547 0.5969 -0.5913
C -2.0677 -1.7237 2.8422
C 2.6274 -0.7095 0.9100
C -2.8693 3.7181 0.7228
H 3.1464 3.5305 -2.3338
C -0.1373 0.8335 2.4865
C -1.8614 1.5162 0.9159
H -4.7984 -0.8473 -0.0743
C -2.8448 1.0384 0.0262
C -0.5679 -3.5852 0.2223
C 2.9578 0.8179 -2.3297
H 2.7910 4.7666 -3.5418
Cl 0.6043 -5.2402 -1.5501
C -3.8518 1.8726 -0.4271
C -0.3960 -4.9108 -0.1775
H 2.7514 -0.8402 -5.8149
H -1.4798 2.0987 3.5846
C 0.1066 3.6023 -2.2388
C 2.3925 4.2417 -2.6720
C -3.0013 -0.5191 -1.8351
H -3.6604 -2.1940 0.1489
*
```

* orbital gap (alpha / beta): 0.1468 / 0.2366 Eh
* HOMO level (alpha / beta): -0.0929 / -0.1846 hartree
* expectation value of S²: 2.049

--- x ---
C35H33Cl2N6O5S2Ti | ωB97M-V with the def2-TZVPD basis set

The geometry in ORCA input format:
```
! RIJCOSX wB97M-V def2-TZVPD def2/J DEFGRID3
* xyz -1 3
H -3.5217 2.0973 -1.5257
H 5.7271 -0.6180 1.9096
H -0.6584 4.4613 -3.5790
H -4.4868 3.7912 3.6754
C -3.3301 1.1053 -1.9090
C 2.3709 -1.0244 1.7243
H -0.5133 1.5680 4.4876
H -3.2320 -1.8733 0.7196
Cl 5.5019 -2.8167 3.4979
C 3.6388 -2.5274 -1.0906
S -1.8636 4.5313 -0.5607
C -4.7785 2.7243 1.8291
C 2.9852 0.8637 0.5768
C 2.4450 -0.6678 -2.1000
C 4.7827 -1.0210 -2.6465
C -2.6815 -1.3850 -2.9176
C -0.1556 1.4454 3.4590
C 1.5668 -3.0099 2.7865
H -2.1598 -0.1442 4.2449
H -1.9679 -3.0801 1.0356
C 3.9012 -2.4479 2.9295
N 6.0073 -2.8268 -1.5661
C -2.7362 0.1729 -1.0630
N -1.1470 0.7590 2.6187
C -3.6123 0.7999 -3.2346
C -2.3337 1.5524 2.3250
H -2.2634 -1.0335 2.7054
H -1.4539 -3.7595 -1.8691
H -5.7510 3.1605 1.6331
H 3.6037 0.5486 -3.4601
C -3.2881 -0.4439 -3.7448
C 1.2969 0.1697 -2.1288
C -2.9763 1.2656 1.1001
O 0.2738 0.0222 -1.3924
O 7.0342 -2.4533 -2.1691
H 5.6897 -0.7480 -3.1646
H -0.7592 -1.0620 3.6298
H 0.0719 2.4204 3.0360
C -4.0839 3.0716 2.9753
H -2.4059 -2.3490 -3.3239
H 5.0897 1.3053 0.4781
H -2.3303 2.6742 4.1419
S 0.2278 2.6246 0.4059
C 4.8153 -2.1318 -1.7706
C -1.6103 -0.4471 3.3470
C -4.2447 1.8358 0.9086
H 0.5526 1.8243 -2.6788
Cl 0.2849 -4.1203 3.1621
O 6.0147 -3.7898 -0.7735
C -2.8633 2.4532 3.2259
H 2.6772 1.7158 -0.0167
C -2.5851 -2.6191 0.2630
N -2.2974 0.4367 0.2385
C 3.6269 -0.3135 -2.8079
O 0.1249 -1.6528 1.4640
C 4.6923 -0.4232 1.6634
C 2.8673 -3.2750 3.2546
H 3.0439 -4.1540 3.8581
C -0.8730 -2.9697 -1.3688
C -2.4100 4.5700 -2.2874
C 4.3405 0.6369 0.8779
C 2.4902 -1.8113 -1.2573
H 1.5942 -2.0989 -0.7238
H -4.0659 1.5494 -3.8732
Ti -0.2678 0.0841 0.5510
C -0.6833 3.2480 -0.9316
H -3.3937 4.1083 -2.3659
C -1.3428 3.7774 -3.0666
H -1.8047 3.1434 -3.8249
H -2.4831 5.5992 -2.6332
H 0.7523 0.8411 3.4891
C 1.2892 -1.9128 1.9989
H -4.8156 1.5832 0.0274
H 3.6809 -3.3883 -0.4390
C 3.6872 -1.2958 2.1316
N 2.0242 0.0671 0.9863
H -3.4886 -0.6844 -4.7810
H -0.2527 -3.4432 -0.6058
N -0.5525 2.9556 -2.1645
H -3.2140 -3.3908 -0.2057
H -0.2281 -2.4859 -2.1010
O 1.3180 1.2110 -2.9382
N -1.7135 -1.9817 -0.7207
C -2.4105 -1.0939 -1.5910
*
```

* orbital gap (alpha / beta): 0.1832 / 0.2489 Eh
* HOMO level (alpha / beta): -0.1103 / -0.1769 hartree
* expectation value of S²: 2.027

Here is how they stack up, most stable first: x, w.